(a)
The following is a DFT calculation (the ωB97M-V functional and the def2-TZVPD basis) of a cluster of 2 separate species, C5H15NP in total.

Calculated values
Frontier orbital gap ... 9.74 eV
E_LUMO ... -0.176 hartree
Charge ... +1

The geometry in XYZ format:
```
22
C5H15NP (the ωB97M-V functional and the def2-TZVPD basis)
C 2.48 0.37 0.84
C 1.72 -0.96 -1.21
C -3.27 1.01 -0.85
C 1.49 -0.55 0.34
C 0.01 -0.13 0.51
N -0.26 1.04 1.10
P -1.31 -1.23 -0.05
H 2.55 1.24 0.17
H 3.43 -0.09 0.77
H 2.40 0.64 1.83
H 1.36 -2.08 -1.35
H 2.83 -1.11 -1.34
H 1.15 -0.39 -1.88
H -4.24 1.40 -1.26
H -3.44 0.78 0.16
H -2.98 0.11 -1.42
H 1.69 -1.53 0.89
H -2.66 1.88 -0.82
H -1.24 1.22 1.23
H 0.47 1.82 1.10
H -1.78 -1.15 1.29
H -0.39 -2.31 -0.03
```



(b)
The following is a DFT calculation (the ωB97M-V functional and the def2-TZVPD basis) of a cluster of 2 separate species, C5H15NP in total.

Calculated values
Frontier orbital gap ... 8.83 eV
E_LUMO ... -0.179 hartree
Charge ... +1

The geometry in XYZ format:
```
22
C5H15NP (the ωB97M-V functional and the def2-TZVPD basis)
C -2.81 -0.35 0.20
C 2.12 1.29 0.48
C -0.52 0.39 -1.39
C -1.36 -0.69 0.56
C 1.68 -0.08 0.72
N -0.42 0.25 0.05
P 2.11 -1.26 -0.33
H -2.94 -0.59 -0.84
H -3.62 -0.89 0.82
H -2.90 0.71 0.16
H 1.93 1.77 1.39
H 1.63 1.57 -0.41
H 3.17 1.29 0.23
H -0.43 -0.59 -1.76
H -1.39 0.99 -1.68
H 0.34 0.94 -1.68
H -1.27 -1.80 0.33
H -1.30 -0.67 1.58
H 1.06 -0.18 1.64
H -0.73 1.16 0.38
H 3.39 -0.85 -0.75
H 2.27 -2.41 0.31
```



Which of them is most stable? Easy: (a).



(a)
The following is a DFT calculation (the ωB97M-V functional and the def2-TZVPD basis) of an isolated molecule of C16H18N2O6.

Calculated values
Frontier orbital gap ... 8.64 eV
SMILES ... CCCCN(C)C(=O)c1cc2cc([N+](=O)[O-])cc(OC)c2oc1=O
E_LUMO ... -0.028 hartree

The geometry in XYZ format:
```
42
C16H18N2O6 (the ωB97M-V functional and the def2-TZVPD basis)
C -4.54 -0.04 2.03
C -4.42 -0.74 0.68
C -4.79 0.17 -0.50
C -3.85 1.37 -0.66
N -2.47 0.97 -0.83
C -2.13 0.26 -2.04
C -1.60 1.20 0.17
O -1.86 1.86 1.16
C -0.22 0.62 0.03
C 0.88 1.40 0.08
C 2.19 0.82 0.08
C 3.36 1.59 0.10
C 4.58 0.93 0.11
N 5.80 1.71 0.13
O 5.69 2.91 0.12
O 6.84 1.10 0.15
C 4.67 -0.46 0.09
C 3.53 -1.23 0.07
O 3.49 -2.58 0.05
C 4.71 -3.29 0.08
C 2.27 -0.58 0.06
O 1.17 -1.35 0.04
C -0.10 -0.84 0.03
O -1.01 -1.62 0.02
H -3.80 0.75 2.13
H -5.53 0.40 2.15
H -4.39 -0.76 2.83
H -3.40 -1.11 0.55
H -5.09 -1.60 0.66
H -5.80 0.56 -0.36
H -4.79 -0.42 -1.42
H -4.16 1.96 -1.54
H -3.90 2.01 0.22
H -1.08 0.42 -2.29
H -2.30 -0.81 -1.93
H -2.74 0.64 -2.85
H 0.78 2.48 0.12
H 3.32 2.66 0.12
H 5.66 -0.90 0.10
H 5.28 -3.07 0.98
H 4.43 -4.34 0.07
H 5.32 -3.06 -0.80
```



(b)
The following is a DFT calculation (the ωB97M-V functional and the def2-TZVPD basis) of a structure of composition C16H18N2O6.

Calculated values
Frontier orbital gap ... 7.56 eV
E_LUMO ... -0.041 hartree

The geometry in XYZ format:
```
42
C16H18N2O6 (the ωB97M-V functional and the def2-TZVPD basis)
O 4.26 -2.59 -0.51
C 3.41 -1.84 0.08
N 2.05 -2.22 0.16
H 1.58 -1.64 0.69
C 1.75 -3.20 -0.65
H 2.47 -3.99 -1.00
H 1.09 -4.11 0.20
C 0.73 -2.73 -1.85
C -0.46 -1.97 -1.28
H -0.30 -0.84 -1.15
C -1.77 -2.51 -2.19
H -2.61 -2.38 -1.79
C -1.07 -3.68 -2.43
H -1.73 -4.22 -3.38
O 0.22 -3.75 -2.64
H -1.52 -4.60 -1.52
H -1.52 -1.71 -2.88
H -0.67 -2.33 -0.07
H 1.21 -2.06 -2.44
C 3.84 -0.79 0.86
H 4.58 -0.97 1.55
H 4.42 -0.28 0.15
O 2.72 -0.02 1.32
C 2.05 0.64 0.56
O 2.24 0.88 -1.01
C 0.99 1.61 1.17
C 0.25 2.27 0.55
C -1.09 2.98 0.98
C -0.58 3.88 2.08
C -1.61 4.81 2.62
C -3.01 4.65 2.06
C -3.21 3.72 1.15
C -2.35 2.85 0.73
N -2.58 1.83 -0.13
O -3.74 1.84 -0.62
O -2.10 0.82 -0.40
H -4.28 3.62 0.81
H -3.78 5.17 2.79
H -1.36 5.53 3.24
H 0.34 3.93 2.26
H 0.12 2.15 -0.42
H 1.01 1.25 2.37
```



Which of them is most stable? Easy: (a).



(a)
The following is a DFT calculation (the ωB97M-V functional and the def2-TZVPD basis) of a structure of composition C24H48O6.

Calculated values
Frontier orbital gap ... 8.56 eV
E_LUMO ... 0.025 hartree

The geometry in XYZ format:
```
78
C24H48O6 (the ωB97M-V functional and the def2-TZVPD basis)
C -13.89 -13.05 4.88
C -14.08 -12.89 6.35
C -13.03 -13.85 7.05
O -12.04 -13.72 6.02
C -12.33 -13.28 4.70
H -14.20 -12.15 4.35
H -14.59 -13.78 4.48
H -15.08 -12.94 6.78
H -13.74 -11.88 6.58
H -13.27 -14.91 7.16
H -12.64 -13.50 8.01
H -12.13 -14.09 4.00
H -11.80 -12.35 4.49
C -13.21 -7.33 4.63
C -13.81 -8.54 4.09
C -12.94 -9.70 4.65
O -11.80 -9.06 5.19
C -12.11 -7.71 5.58
H -13.86 -6.66 5.18
H -12.64 -6.84 3.83
H -13.94 -8.68 3.02
H -14.81 -8.77 4.48
H -12.64 -10.48 3.94
H -13.27 -10.34 5.46
H -11.24 -7.05 5.52
H -12.40 -7.76 6.63
C -13.59 -10.02 7.12
C -14.91 -9.72 6.35
C -16.02 -10.11 7.22
O -15.47 -10.88 8.25
C -14.17 -10.31 8.51
H -12.84 -9.24 7.15
H -13.04 -10.92 6.84
H -14.86 -10.32 5.44
H -15.04 -8.70 5.98
H -16.83 -10.59 6.68
H -16.52 -9.24 7.65
H -13.50 -11.03 8.99
H -14.24 -9.46 9.18
C -17.53 -11.50 3.53
C -16.62 -12.59 2.96
C -15.43 -11.70 2.40
O -15.34 -10.78 3.44
C -16.60 -10.38 3.93
H -18.23 -11.80 4.31
H -18.10 -11.13 2.68
H -17.11 -13.13 2.15
H -16.35 -13.19 3.83
H -15.64 -11.23 1.44
H -14.44 -12.15 2.43
H -16.95 -9.50 3.39
H -16.56 -9.97 4.94
C -11.24 -10.78 7.03
C -10.73 -10.56 5.63
C -9.46 -11.33 5.50
O -9.08 -11.41 6.86
C -9.83 -10.60 7.64
H -11.79 -11.69 7.25
H -11.92 -9.95 7.21
H -10.47 -9.51 5.51
H -11.37 -10.86 4.80
H -8.68 -10.75 5.01
H -9.68 -12.34 5.13
H -9.62 -9.53 7.75
H -9.75 -11.03 8.64
C -10.67 -11.64 10.75
C -11.74 -10.76 11.34
C -12.43 -10.21 10.15
O -12.45 -11.41 9.27
C -11.51 -12.42 9.68
H -10.22 -12.20 11.57
H -9.84 -11.20 10.20
H -11.39 -9.94 11.96
H -12.51 -11.31 11.88
H -11.84 -9.47 9.62
H -13.39 -9.92 10.56
H -10.96 -13.04 8.97
H -12.03 -13.18 10.27
```



(b)
The following is a DFT calculation (the ωB97M-V functional and the def2-TZVPD basis) of a cluster of 6 separate species, C24H48O6 in total.

Calculated values
Frontier orbital gap ... 9.94 eV
SMILES ... C1CCOC1.C1CCOC1.C1CCOC1.C1CCOC1.C1CCOC1.C1CCOC1
E_LUMO ... 0.027 hartree

The geometry in XYZ format:
```
78
C24H48O6 (the ωB97M-V functional and the def2-TZVPD basis)
C -2.94 -1.54 0.42
C -2.40 -0.54 1.39
C -2.10 -1.33 2.74
O -1.76 -2.56 2.08
C -2.16 -2.87 0.75
H -2.75 -1.23 -0.60
H -4.03 -1.54 0.43
H -2.92 0.40 1.55
H -1.42 -0.26 1.00
H -2.92 -1.53 3.43
H -1.26 -0.96 3.32
H -2.83 -3.73 0.77
H -1.28 -3.01 0.12
C 2.08 0.51 -4.24
C 0.68 0.17 -4.02
C 0.68 -0.65 -2.69
O 2.05 -0.93 -2.45
C 2.89 0.06 -3.07
H 2.31 1.57 -4.38
H 2.47 -0.13 -5.03
H 0.11 -0.37 -4.77
H 0.04 1.02 -3.79
H 0.10 -1.57 -2.68
H 0.35 -0.23 -1.75
H 3.87 -0.34 -3.34
H 3.07 0.82 -2.31
C 0.63 1.59 -0.03
C -0.32 2.27 -1.07
C -0.96 3.40 -0.40
O -0.73 3.23 0.98
C 0.58 2.64 1.08
H 1.65 1.37 -0.34
H 0.28 0.67 0.43
H -1.02 1.50 -1.37
H 0.14 2.58 -2.01
H -2.01 3.50 -0.68
H -0.55 4.35 -0.72
H 0.71 2.12 2.03
H 1.35 3.41 1.04
C -5.29 1.53 -3.36
C -5.64 0.11 -2.92
C -4.49 -0.70 -3.66
O -3.43 0.17 -3.43
C -3.79 1.52 -3.56
H -5.65 2.35 -2.73
H -5.73 1.65 -4.35
H -6.62 -0.18 -3.30
H -5.54 0.14 -1.84
H -4.68 -0.87 -4.72
H -4.14 -1.60 -3.15
H -3.64 1.85 -4.59
H -3.11 2.20 -3.05
C 2.17 -1.64 1.06
C 2.12 -2.68 -0.03
C 2.38 -4.00 0.62
O 3.08 -3.58 1.77
C 3.43 -2.27 1.70
H 1.29 -1.49 1.68
H 2.35 -0.70 0.53
H 2.94 -2.50 -0.72
H 1.20 -2.77 -0.60
H 3.08 -4.60 0.05
H 1.43 -4.45 0.92
H 4.31 -1.93 1.15
H 3.57 -1.97 2.74
C 3.46 0.43 5.39
C 3.57 1.90 5.06
C 3.04 1.98 3.68
O 1.90 1.03 3.75
C 1.99 0.15 4.89
H 3.68 0.31 6.45
H 4.08 -0.30 4.86
H 4.58 2.30 5.09
H 2.91 2.53 5.65
H 3.73 1.57 2.94
H 2.77 3.04 3.61
H 1.67 -0.89 4.86
H 1.38 0.54 5.70
```



Which of them is most stable? Easy: (b).



(a)
The following is a DFT calculation (the ωB97M-V functional and the def2-TZVPD basis) of a structure of composition CH7N4.

Calculated values
Frontier orbital gap ... 10.78 eV
E_LUMO ... -0.133 hartree
Charge ... +1

The geometry in XYZ format:
```
12
CH7N4 (the ωB97M-V functional and the def2-TZVPD basis)
C 1.22 0.44 -0.12
N 0.09 -0.12 0.12
N 2.28 -0.33 -0.04
N -2.24 -0.43 0.05
N -1.15 0.49 -0.14
H 1.40 1.48 -0.36
H 3.22 0.06 0.00
H 2.13 -1.31 0.14
H -2.38 -0.98 1.27
H -2.03 -1.41 -0.37
H -1.51 1.14 0.54
H -1.04 0.95 -1.11
```



(b)
The following is a DFT calculation (the ωB97M-V functional and the def2-TZVPD basis) of the ion CH7N4 with charge +1.

Calculated values
Frontier orbital gap ... 9.96 eV
SMILES ... NC/[NH+]=N/N
E_LUMO ... -0.169 hartree
Charge ... +1

The geometry in XYZ format:
```
12
CH7N4 (the ωB97M-V functional and the def2-TZVPD basis)
N 1.88 0.19 -0.47
C 0.99 -0.50 0.34
N -0.55 0.11 0.43
N -1.43 -0.44 -0.29
N -2.55 0.11 -0.31
H 2.25 1.07 -0.52
H 1.61 -0.06 -1.40
H 1.23 -0.43 1.48
H 1.01 -1.62 0.03
H -0.71 0.88 0.99
H -3.32 -0.35 -0.81
H -2.91 0.80 0.28
```



Which of them is most stable? Easy: (b).



(a)
The following is a DFT calculation (the ωB97M-V functional and the def2-TZVPD basis) of a cluster of 2 separate species, C11H15N in total.

Calculated values
Frontier orbital gap (alpha / beta) ... 3.03 / 6.54 eV
Multiplicity ... 2
⟨S²⟩ ... 0.770
E_LUMO (alpha / beta) ... 0.136 / 0.135 hartree
Charge ... -1

The geometry in XYZ format:
```
27
C11H15N (the ωB97M-V functional and the def2-TZVPD basis)
C 0.72 2.27 -2.06
C -0.52 2.03 -2.91
H 0.47 2.76 -1.12
H 1.34 1.39 -1.89
H 1.37 3.00 -2.57
H -0.29 1.96 -3.98
H -1.28 2.78 -2.73
H -1.03 1.10 -2.63
C 0.67 1.31 2.44
C -0.26 -0.73 1.17
C 0.61 -0.15 2.15
C 0.04 -2.09 1.07
C 1.38 -1.16 2.65
C -1.01 -0.13 0.08
C -1.61 -0.97 -0.86
C -1.37 -2.33 -0.88
C -0.47 -2.92 0.07
N 1.11 -2.36 1.95
H -1.06 0.95 0.06
H -2.21 -0.56 -1.67
H -1.85 -2.95 -1.64
H 0.74 1.84 1.49
H 1.60 1.57 2.95
H 2.15 -1.18 3.42
H 1.07 -3.21 2.50
H -0.12 -3.95 0.02
H -0.19 1.74 2.93
```



(b)
The following is a DFT calculation (the ωB97M-V functional and the def2-TZVPD basis) of a cluster of 2 separate species, C11H15N in total.

Calculated values
Frontier orbital gap (alpha / beta) ... 3.19 / 6.47 eV
Multiplicity ... 2
⟨S²⟩ ... 0.774
E_LUMO (alpha / beta) ... 0.139 / 0.137 hartree
Charge ... -1

The geometry in XYZ format:
```
27
C11H15N (the ωB97M-V functional and the def2-TZVPD basis)
C -0.93 0.29 2.44
C 1.00 0.90 -0.72
C -0.22 0.69 -0.02
C 0.07 0.58 1.38
C 1.44 0.75 1.50
C 1.01 1.09 -2.08
C -0.24 1.06 -2.75
C -1.45 0.96 -0.68
C -1.48 1.04 -2.09
N 2.03 0.94 0.21
H 3.00 0.73 0.07
H 1.89 1.33 -2.68
H 1.98 0.41 2.38
H -0.14 0.76 -3.79
H -2.35 1.02 -0.07
H -0.41 -0.53 2.97
H -1.90 0.20 1.94
H -2.36 1.24 -2.67
H -1.00 1.03 3.25
C -1.18 -3.07 1.02
C 0.29 -3.23 0.66
H -1.93 -3.29 0.26
H -1.53 -3.57 1.93
H -1.30 -2.02 1.29
H 0.85 -4.05 1.13
H 0.41 -3.47 -0.40
H 0.87 -2.33 0.87
```



Which of them is most stable? Easy: (a).



(a)
The following is a DFT calculation (the ωB97M-V functional and the def2-TZVPD basis) of an isolated molecule of C5H6.

Calculated values
Frontier orbital gap ... 10.30 eV
SMILES ... C#CC1CC1
E_LUMO ... 0.045 hartree

The geometry in XYZ format:
```
11
C5H6 (the ωB97M-V functional and the def2-TZVPD basis)
C -0.43 0.18 -2.49
C 0.08 0.13 -1.40
C 0.65 0.04 -0.07
C -0.02 0.77 1.05
C -0.10 -0.71 1.07
H -0.89 0.17 -3.45
H 1.50 -0.59 0.06
H 0.53 1.30 1.81
H -0.96 1.23 0.75
H 0.56 -1.19 1.80
H -0.97 -1.27 0.76
```



(b)
The following is a DFT calculation (the ωB97M-V functional and the def2-TZVPD basis) of a structure of composition C5H6.

Calculated values
Frontier orbital gap ... 9.41 eV
E_LUMO ... 0.031 hartree

The geometry in XYZ format:
```
11
C5H6 (the ωB97M-V functional and the def2-TZVPD basis)
C 1.43 0.26 0.15
C 1.56 0.11 -1.15
C 0.10 0.34 -0.86
C -0.91 -0.65 -0.43
C -0.36 -0.05 0.82
H 1.93 0.65 1.03
H -0.30 1.34 -1.08
H -1.94 -0.40 -0.69
H -0.65 -1.69 -0.60
H -0.90 0.80 1.23
H 0.05 -0.71 1.57
```



Which of them is most stable? Easy: (a).



(a)
The following is a DFT calculation (the ωB97M-V functional and the def2-TZVPD basis) of an isolated molecule of C5H6.

Calculated values
Frontier orbital gap ... 9.74 eV
SMILES ... C#CC1CC1
E_LUMO ... 0.043 hartree

The geometry in XYZ format:
```
11
C5H6 (the ωB97M-V functional and the def2-TZVPD basis)
C -0.70 2.30 0.74
C -0.72 1.15 0.37
C -0.72 -0.22 -0.05
C 0.26 -0.63 -1.10
C 0.67 -1.07 0.24
H -0.66 3.30 1.11
H -0.94 -0.97 0.72
H 0.00 -1.37 -1.84
H 0.88 0.19 -1.47
H 0.55 -2.14 0.44
H 1.39 -0.55 0.84
```



(b)
The following is a DFT calculation (the ωB97M-V functional and the def2-TZVPD basis) of an isolated molecule of C5H6.

Calculated values
Frontier orbital gap ... 9.90 eV
SMILES ... C#CC(=C)C
E_LUMO ... 0.031 hartree

The geometry in XYZ format:
```
11
C5H6 (the ωB97M-V functional and the def2-TZVPD basis)
C -1.47 1.47 1.30
C -0.60 0.85 0.75
C 0.30 -0.04 0.07
C 1.42 -0.64 0.60
C -0.15 -0.38 -1.34
H -2.10 2.14 1.81
H 1.71 -0.46 1.66
H 1.96 -1.47 0.11
H 0.75 -0.66 -1.96
H -0.89 0.53 -1.76
H -0.93 -1.32 -1.24
```



Which of them is most stable? Easy: (b).



(a)
The following is a DFT calculation (the ωB97M-V functional and the def2-TZVPD basis) of a cluster of 2 separate species, C2H9NO2 in total.

Calculated values
Frontier orbital gap ... 10.05 eV
SMILES ... NCCO.O
E_LUMO ... 0.033 hartree

The geometry in XYZ format:
```
14
C2H9NO2 (the ωB97M-V functional and the def2-TZVPD basis)
N -0.41 1.55 0.44
C -1.01 0.62 1.41
C -0.36 -0.74 1.38
O -1.22 -1.82 1.06
H -1.04 2.26 0.13
H 0.50 1.79 0.76
H -1.08 0.98 2.44
H -2.06 0.55 1.11
H 0.50 -0.67 0.70
H 0.14 -0.95 2.34
H -0.90 -2.27 0.32
O 2.57 -0.59 -3.80
H 2.36 0.32 -3.87
H 2.01 -1.04 -4.43
```



(b)
The following is a DFT calculation (the ωB97M-V functional and the def2-TZVPD basis) of a cluster of 3 separate species, C2H9NO2 in total.

Calculated values
Frontier orbital gap ... 9.06 eV
SMILES ... C=CN.O.O
E_LUMO ... 0.025 hartree

The geometry in XYZ format:
```
14
C2H9NO2 (the ωB97M-V functional and the def2-TZVPD basis)
C 0.50 -0.85 0.68
C 0.74 0.39 0.25
N 1.54 0.64 -0.83
H 1.19 -1.64 0.36
H -0.21 -1.22 1.39
H 0.28 1.24 0.73
H 2.06 -0.14 -1.18
H 1.63 1.44 -1.41
O -1.14 0.72 2.76
H -1.71 0.88 1.99
H -1.08 -0.22 2.71
O -1.36 -0.41 -2.84
H -0.58 -0.83 -2.47
H -1.85 -0.01 -2.14
```



(c)
The following is a DFT calculation (the ωB97M-V functional and the def2-TZVPD basis) of a cluster of 2 separate species, C2H9NO2 in total.

Calculated values
Frontier orbital gap ... 9.97 eV
SMILES ... NCO.CO
E_LUMO ... 0.036 hartree

The geometry in XYZ format:
```
14
C2H9NO2 (the ωB97M-V functional and the def2-TZVPD basis)
N -1.43 0.74 -1.02
C -0.24 1.39 -1.57
O 0.63 1.89 -0.47
H -2.29 0.76 -1.41
H -1.46 0.07 -0.22
H -0.28 2.22 -2.40
H 0.46 0.68 -2.12
H 0.04 2.16 0.16
C 0.76 -2.01 1.65
O 0.29 -0.67 1.21
H 0.36 -2.01 2.64
H 1.84 -2.17 1.55
H 0.24 -2.83 1.25
H 1.06 -0.21 0.76
```



Which of them is most stable? Easy: (a).